Record 1
The following is a DFT calculation (wB97M-V/def2-TZVPD) of a molecular structure, C21H46FeNOP3Se.

ORCA input file:
```
! RIJCOSX wB97M-V def2-TZVPD def2/J DEFGRID3
* xyz 3 6
Fe -0.13655 0.16689 -0.76922
P 0.26474 1.86973 1.09210
P -2.26746 0.33120 -0.57912
P 1.99961 -0.13114 -0.90028
H -1.70577 -1.74765 -3.02763
C -0.79278 -2.14137 -2.56665
C -0.20400 -1.79716 -1.38452
H -0.70386 -1.32878 -0.45741
C 0.65145 3.57863 0.57128
C -1.11857 2.22803 2.26877
C 1.59460 1.59419 2.33529
C -3.19696 -0.69671 -1.79210
C -2.69199 -0.50475 1.02568
C -3.35469 1.78386 -0.59654
C 2.59158 -1.32503 -2.15129
C 2.41058 -1.10716 0.59629
C 3.35217 1.04705 -0.98437
H -0.27681 -2.83553 -3.22703
H 0.59890 -2.50506 -1.18772
H 0.75604 4.20885 1.45311
H -0.15098 3.95913 -0.06206
H 1.58984 3.59664 0.01288
H -0.84795 3.11270 2.83798
H -1.22677 1.39297 2.96277
H -2.05729 2.41293 1.73801
H 1.69442 2.47261 2.97210
H 2.56415 1.40044 1.86964
H 1.29986 0.74771 2.97507
H -4.25084 -0.43525 -1.68585
H -2.99913 -1.76082 -1.60030
H -2.87296 -0.43017 -2.81045
H -3.58826 0.01956 1.38309
H -1.88532 -0.43829 1.77942
H -2.88679 -1.54112 0.80262
H -4.35761 1.36457 -0.66543
H -3.11430 2.37931 -1.47792
H -3.20541 2.36386 0.31573
H 3.69230 -1.28634 -2.12088
H 2.23043 -1.04879 -3.14116
H 2.26492 -2.32489 -1.89014
H 3.41820 -0.80210 0.86518
H 2.35855 -2.16646 0.33211
H 1.75793 -0.91895 1.45581
H 4.23308 0.49835 -1.35175
H 3.58604 1.48114 -0.01461
H 3.12245 1.82999 -1.70960
C 0.32853 1.59729 -4.36840
C 0.25888 0.22848 -4.66484
C 0.77682 -0.24782 -5.87117
C 1.39464 0.60665 -6.80288
C 1.55842 1.96487 -6.45916
C 0.99732 2.46788 -5.25753
Se -0.53858 2.25181 -2.69618
H 0.58279 2.26858 -1.76008
H -0.16895 -0.51263 -4.01305
H 0.70611 -1.31192 -6.12259
H 1.76314 0.19571 -7.77000
H 2.16129 2.59443 -7.15439
H 1.09734 3.51641 -4.99807
C -1.06351 -3.27850 5.77213
N -1.04000 -2.06518 5.00587
C -2.24908 -1.26558 5.08753
C 0.02354 -1.59033 4.29911
C 1.35236 -2.25017 4.35339
O -0.13861 -0.58433 3.56746
H -2.10146 -3.41393 6.10924
H -0.42487 -3.20480 6.64835
H -0.78516 -4.13292 5.15504
H -2.07566 -0.27169 5.53372
H -2.75019 -1.15463 4.11079
H -2.96387 -1.77292 5.75500
H 1.73717 -2.40494 3.34645
H 2.07836 -1.60002 4.83724
H 1.34435 -3.19663 4.86614
*
```

Summary:
orbital gap (spin up / spin down) = 7.189 / 3.134 eV
<S²> = 8.80
LUMO level (spin up / spin down) = -0.301 / -0.481 Eh
highest occupied orbital energy (spin up / spin down) = -15.38 / -16.23 eV

=====

Record 2
The following is a DFT calculation (wB97M-V/def2-TZVPD) of a molecular structure, C39H29BrN9OTi.

ORCA input file:
```
! RIJCOSX wB97M-V def2-TZVPD def2/J DEFGRID3
* xyz 1 3
Ti -0.26827 -0.00965 -0.44231
N 3.83794 -1.73608 -1.36112
C 2.75199 -1.00813 -1.65083
N 1.94564 -0.52757 -0.76491
C 2.22268 -0.73771 0.59445
N 1.59033 -0.08809 1.50299
N 0.76635 0.99758 0.97436
C 1.20531 2.15099 1.48903
C 0.64676 3.40334 1.14696
C 1.05059 4.54989 1.87464
C 0.49878 5.76581 1.57618
C -0.44885 5.85314 0.54895
C -0.76709 4.69675 -0.13231
N -0.24806 3.49709 0.13472
C 3.26650 -1.70371 0.96533
C 3.49471 -2.12119 2.27607
C 4.55637 -2.95682 2.55511
C 5.39912 -3.38744 1.52816
C 5.18098 -2.99268 0.22442
C 4.10752 -2.14830 -0.04657
H 4.42936 -2.05368 -2.11306
H 2.54617 -0.85166 -2.70347
H 1.98764 2.10116 2.23794
H 1.78014 4.44894 2.66439
H 0.79321 6.64689 2.12900
H -0.91263 6.78997 0.28249
H -1.47748 4.73009 -0.95010
H 2.83823 -1.76322 3.05452
H 4.73991 -3.27270 3.57149
H 6.23322 -4.03771 1.75239
H 5.82903 -3.32664 -0.57461
Br -6.24904 -2.50315 -3.63505
C -4.47443 -2.09013 -3.14745
C -3.55472 -1.71492 -4.14156
C -2.26741 -1.37305 -3.81740
C -1.85646 -1.33977 -2.46934
O -0.65848 -0.92045 -2.14617
C -2.75575 -1.80573 -1.48835
C -2.27473 -2.16577 -0.16788
N -1.15219 -1.79156 0.35101
C -0.68325 -2.55381 1.47091
C -1.22029 -2.38837 2.70877
C -0.76262 -3.15963 3.80646
C 0.21051 -4.09490 3.61741
C 0.75165 -4.30152 2.31850
C 1.71344 -5.30357 2.05258
C 2.15529 -5.48823 0.77759
C 1.63596 -4.65514 -0.24191
N 0.76148 -3.70780 -0.04096
C 0.31717 -3.52546 1.23210
C -4.06725 -2.17848 -1.84496
H -3.86884 -1.70210 -5.17645
H -1.55508 -1.08743 -4.57891
H -2.85426 -2.92597 0.36308
H -2.00345 -1.65681 2.85800
H -1.19677 -3.00493 4.78335
H 0.56647 -4.70154 4.43764
H 2.07958 -5.91265 2.86838
H 2.88380 -6.24693 0.53394
H 1.96993 -4.79800 -1.26378
H -4.74500 -2.54109 -1.08372
N -0.56244 1.79998 -1.82756
C -1.98597 1.81607 -1.98711
C -2.66939 2.15326 -3.11506
C -4.08979 2.19352 -3.12486
C -4.80634 1.96619 -1.99116
C -4.12398 1.62064 -0.79311
C -4.76032 1.41533 0.45418
C -4.02696 1.08881 1.56236
C -2.64374 0.86731 1.40694
N -2.03251 1.01458 0.25232
C -2.73326 1.47196 -0.82199
H -0.32499 2.56979 -1.16186
H -0.07436 1.92777 -2.71204
H -2.12404 2.41548 -4.01299
H -4.59623 2.44932 -4.04430
H -5.88442 2.04401 -1.98652
H -5.83371 1.53759 0.51918
H -4.48392 0.96351 2.53186
H -2.02435 0.53164 2.23286
*
```

Summary:
orbital gap (spin up / spin down) = 5.322 / 7.556 eV
<S²> = 2.03
LUMO level (spin up / spin down) = -0.100 / -0.099 Eh
highest occupied orbital energy (spin up / spin down) = -8.03 / -10.26 eV

=====

Record 3
The following is a DFT calculation (wB97M-V/def2-TZVPD) of C6H8O2 in the gas phase.

ORCA input file:
```
! RIJCOSX wB97M-V def2-TZVPD def2/J DEFGRID3
* xyz 0 1
C -0.75428 -1.03917 -1.14775
C -0.19254 1.63480 0.61991
C -1.10582 -0.68578 0.25092
C 0.20871 0.16567 0.48616
C 0.63033 -0.17629 -1.26535
C 1.07421 -0.49960 1.32864
O -2.04789 -0.84024 0.97351
O 1.72234 -0.76793 -1.48131
H -1.51294 -0.75681 -1.87768
H -0.43927 -2.08090 -1.21187
H 0.42239 0.75726 -1.82439
H -0.78347 1.95363 -0.24016
H -0.79452 1.77466 1.51889
H 0.70417 2.25327 0.67488
H 2.13326 -0.52066 1.08525
H 0.73532 -1.17192 2.11035
*
```

Summary:
orbital gap (spin up / spin down) = 8.256 / 6.986 eV
LUMO level (spin up / spin down) = -0.034 / -0.061 Eh
highest occupied orbital energy (spin up / spin down) = -9.19 / -8.64 eV

=====

Record 4
The following is a DFT calculation (wB97M-V/def2-TZVPD) of 4 unconnected molecules or ions with the total composition C6H19BrN5O3.

ORCA input file:
```
! RIJCOSX wB97M-V def2-TZVPD def2/J DEFGRID3
* xyz 0 2
Br 0.42776 -0.72454 3.66543
C 3.35251 0.46984 1.45206
O 3.43580 0.53127 2.66810
N 2.28195 0.26344 0.68207
N 4.46439 0.63587 0.77669
H 1.42487 -0.10629 1.06784
H 2.43431 -0.00870 -0.27856
H 4.47042 0.25455 -0.15854
H 5.27765 0.79734 1.35343
C 0.88890 -3.36766 -0.27473
O 1.08181 -2.27421 -0.79986
N 0.77079 -3.59709 0.99439
N 0.59985 -4.49672 -0.89785
H 0.68063 -2.84538 1.66290
H 0.64464 -4.58768 1.14576
H 0.64259 -4.56819 -1.90441
H 0.37355 -5.32601 -0.36760
C -1.18266 2.77807 -2.20471
C -2.35889 2.52581 -1.36257
C -2.24895 1.54381 -0.06346
O -1.99978 0.15630 -0.49964
C -1.74235 -0.79399 0.55323
N -2.77660 3.89771 -0.88807
H -0.48970 3.38782 -1.62495
H -1.26451 3.24402 -3.18670
H -0.74027 1.83354 -2.52134
H -3.07338 2.08017 -2.05466
H -3.11887 1.60561 0.59039
H -1.37337 1.78130 0.54074
H -2.39930 -0.57552 1.39513
H -0.75331 -0.81391 1.01095
H -1.89824 -1.76525 0.08370
H -2.22558 4.38803 -0.19810
H -3.60680 3.67666 -0.35703
*
```

Summary:
orbital gap (spin up / spin down) = 9.804 / 5.799 eV
<S²> = 0.75
LUMO level (spin up / spin down) = 0.017 / -0.130 Eh
highest occupied orbital energy (spin up / spin down) = -9.34 / -9.34 eV

=====

Record 5
The following is a DFT calculation (wB97M-V/def2-TZVPD) of C3H6O2 in the gas phase.

ORCA input file:
```
! RIJCOSX wB97M-V def2-TZVPD def2/J DEFGRID3
* xyz 0 1
O -2.39654 -1.01436 0.21143
C -1.17117 -1.03303 0.04139
C -0.46210 0.30921 0.40657
C 1.00652 0.47520 0.09121
O 1.13032 0.35673 -1.31142
H -1.41362 -2.05562 -0.32770
H -1.04861 1.07953 -0.12275
H -0.65862 0.47704 1.47876
H 1.37260 1.45600 0.44312
H 1.57876 -0.30098 0.61865
H 2.06245 0.25029 -1.52926
*
```

Summary:
orbital gap = 9.839 eV
LUMO level = 0.028 Eh
highest occupied orbital energy = -9.06 eV

=====

ΔE to the lowest compared entry with this formula, charge and spin values (in kJ/mol) by entry order: 29.2 112.8 458.9 0.0 311.7.